1.
{
  "formula": "C3H3NO",
  "method": "ωB97M-V/def2-TZVPD",
  "homo_lumo_gap_ev": 10.8,
  "relative_energy_kcal_mol": 47.4,
  "spin_multiplicity": 1,
  "fmax_ev_per_a": 3.5,
  "species": ["C", "C", "O", "C", "N", "H", "H", "H"],
  "positions_angstrom": [[-0.9232, -0.1883, 0.2504], [0.2169, 0.5591, -0.2748], [0.1107, 1.5912, -0.9034], [1.4599, -0.1759, -0.0252], [2.3986, -0.6467, 0.4546], [-1.6571, 0.4544, 0.7930], [-0.7521, -0.3934, -0.9562], [-0.8512, -1.1946, 0.6677]],
  "lowdin_charge": [0.0282, -0.5668, 0.0861, -0.1258, 0.1839, 0.1175, 0.1867, 0.0902]
}


2.
{
  "formula": "C4H5MnO4",
  "method": "ωB97M-V/def2-TZVPD",
  "homo_lumo_gap_ev": [7.4, 7.2],
  "charge": 3,
  "s_squared": 8.75,
  "spin_multiplicity": 6,
  "fmax_ev_per_a": 6.3,
  "species": ["C", "O", "H", "H", "C", "C", "H", "H", "H", "O", "C", "O", "O", "Mn"],
  "positions_angstrom": [[-2.9058, 0.6790, 0.1882], [-3.2895, 1.8749, 0.0374], [-3.6545, -0.0838, 0.4377], [-3.9225, 2.1769, 0.7124], [-1.6342, 0.3005, -0.3269], [-1.1292, -0.8936, 0.1764], [-1.5479, 0.5285, -1.3961], [0.1158, 0.8811, -1.1152], [-1.7414, -1.5974, 0.7491], [0.1499, -1.1294, 0.3194], [1.4045, -0.4883, -0.4003], [1.2123, 0.5018, -1.1447], [2.3092, -0.5841, 0.4025], [2.5264, -0.1235, 2.1750]],
  "mulliken_spin": [0.0006, 0.0012, 0.0000, 0.0000, 0.0044, -0.0029, -0.0002, 0.0003, 0.0009, 0.0086, 0.0176, 0.0142, 0.0765, 4.8789]
}


3.
{
  "formula": "C5H15N2",
  "method": "ωB97M-V/def2-TZVPD",
  "homo_lumo_gap_ev": 10.0,
  "relative_energy_kcal_mol": 18.3,
  "charge": 1,
  "spin_multiplicity": 1,
  "fmax_ev_per_a": 2.2,
  "species": ["C", "C", "C", "C", "H", "H", "H", "H", "H", "H", "H", "H", "H", "H", "N", "C", "N", "H", "H", "H", "H", "H"],
  "positions_angstrom": [[-0.0900, -0.2568, -2.0504], [-0.7873, 0.5333, -0.9235], [-2.0701, -0.1987, -0.4867], [-2.7056, 0.3784, 0.7553], [0.2327, -1.2540, -1.7547], [0.9391, 0.1978, -2.3294], [-0.7415, -0.2158, -2.9577], [-0.9927, 1.5659, -1.2577], [-0.1041, 0.5113, -0.0860], [-1.7872, -1.2793, -0.3782], [-2.7845, -0.1288, -1.2625], [-2.0225, 0.2569, 1.6058], [-3.6296, -0.1515, 1.0213], [-3.0036, 1.4251, 0.7007], [2.6033, -1.1940, 1.7380], [2.1492, 0.0002, 1.4153], [2.6960, 0.8132, 0.5453], [3.2116, -1.7187, 1.1555], [2.1040, -1.7635, 2.3653], [1.2752, 0.3319, 1.9226], [2.2415, 1.7557, 0.4571], [3.2660, 0.3915, -0.1957]],
  "lowdin_charge": [-0.1293, -0.2842, -0.2824, -0.1191, 0.0573, 0.0802, 0.0907, 0.1210, 0.0478, 0.1242, 0.0947, 0.0623, 0.0792, 0.0776, 0.2191, -0.1725, 0.1961, 0.1338, 0.1250, 0.1488, 0.1741, 0.1557]
}


4.
{
  "formula": "CH28AgO17",
  "method": "ωB97M-V/def2-TZVPD",
  "homo_lumo_gap_ev": 9.1,
  "relative_energy_kcal_mol": 11.7,
  "charge": -1,
  "spin_multiplicity": 1,
  "fmax_ev_per_a": 4.5,
  "species": ["Ag", "C", "O", "O", "O", "O", "H", "H", "O", "H", "H", "O", "H", "H", "O", "H", "H", "O", "H", "H", "O", "H", "H", "O", "H", "H", "O", "H", "H", "O", "H", "H", "O", "H", "H", "O", "H", "H", "O", "H", "H", "O", "H", "H", "O", "H", "H"],
  "positions_angstrom": [[-4.1495, -9.1551, 4.6113], [-4.9797, -11.8755, 3.5527], [-4.9058, -10.6063, 3.0456], [-6.1352, -12.4332, 3.4960], [-3.8925, -12.5866, 3.8488], [-8.5166, -12.9150, 4.3454], [-7.6314, -12.7778, 3.9728], [-8.7596, -12.0499, 4.6174], [-2.3662, -9.9534, 2.9592], [-1.6703, -10.1887, 2.3313], [-3.0232, -10.6251, 2.8675], [-7.2594, -14.0251, 1.5451], [-6.6738, -13.6641, 2.1907], [-7.5513, -13.2165, 1.1370], [-0.5944, -13.7214, 4.0148], [-0.2731, -14.4791, 3.5458], [-1.3752, -14.0510, 4.4857], [-4.6258, -8.6039, 1.5182], [-5.3766, -8.0323, 1.7560], [-4.7801, -9.3912, 2.0687], [-2.7714, -13.8964, 5.7310], [-3.2440, -13.5048, 5.0075], [-3.1358, -14.7636, 5.8952], [-7.5572, -9.9340, 3.0481], [-6.7961, -10.5583, 3.0876], [-7.5993, -9.7642, 2.0929], [-6.2306, -8.1244, 4.6736], [-6.8153, -8.7643, 4.2863], [-6.4188, -7.3524, 4.0970], [-6.0256, -14.0207, 5.5300], [-6.1594, -13.3401, 4.8869], [-6.5738, -13.7906, 6.2883], [-6.3153, -10.9940, 5.9646], [-7.2097, -10.7398, 5.8562], [-6.1457, -11.3660, 5.1454], [-2.1882, -12.6045, 1.7156], [-1.7924, -13.4896, 1.7439], [-2.7043, -12.5511, 2.5120], [-2.8598, -11.0795, 5.6605], [-3.1742, -11.5482, 4.8773], [-3.3572, -11.5504, 6.3273], [-5.0480, -11.7952, 0.4799], [-4.9692, -11.6697, 1.4082], [-4.8832, -10.8916, 0.1033], [-4.5774, -14.6476, 2.3212], [-4.5203, -13.9581, 2.9891], [-5.1009, -15.3136, 2.6678]],
  "lowdin_charge": [0.8169, -0.6406, -0.2500, -0.1248, -0.1365, -0.0450, -0.0327, -0.0027, -0.0710, 0.0635, -0.0406, -0.0460, -0.0383, 0.0214, -0.0549, 0.0143, -0.0049, -0.0844, 0.0232, -0.0583, -0.0459, -0.0357, 0.0536, -0.0638, 0.0185, 0.0708, -0.0979, -0.0254, 0.0719, -0.0422, -0.0614, 0.0421, 0.0106, 0.0302, -0.0621, -0.0557, 0.0393, -0.0337, -0.0715, -0.0412, 0.0391, -0.0396, -0.0396, 0.0586, -0.0146, -0.0160, 0.0030]
}


5.
{
  "formula": "C5H14N2S2",
  "method": "ωB97M-V/def2-TZVPD",
  "homo_lumo_gap_ev": 8.4,
  "relative_energy_kcal_mol": 11.7,
  "spin_multiplicity": 1,
  "fmax_ev_per_a": 4.6,
  "species": ["C", "C", "C", "C", "C", "N", "N", "S", "S", "H", "H", "H", "H", "H", "H", "H", "H", "H", "H", "H", "H", "H", "H"],
  "positions_angstrom": [[0.9075, -0.2743, 0.2129], [1.1422, 2.0706, -0.8366], [-2.2222, -0.4099, 1.9047], [-1.1027, 1.1432, -0.2574], [0.3005, 0.7920, -0.7006], [-0.9478, -0.9218, 2.3709], [1.8736, -2.1586, -1.8874], [-2.1106, -0.3466, 0.0066], [1.2168, -1.8265, -0.3513], [1.4893, 0.1527, 0.9603], [1.0385, 2.4841, 0.1243], [2.2020, 1.9347, -1.2254], [0.8103, 2.8058, -1.5299], [-2.3645, 0.5194, 2.4667], [-0.8691, -1.9091, 2.5690], [-3.1864, -0.9081, 2.0970], [-1.5444, 1.7784, -0.9225], [-1.0427, 1.7462, 0.7730], [0.0876, 0.2281, -1.6911], [-0.2833, -0.7649, 1.6537], [2.7100, -2.6585, -1.9944], [1.9499, -1.4390, -2.6260], [-0.0545, -2.0379, -1.1166]],
  "lowdin_charge": [-0.5351, -0.0722, -0.4927, -0.4931, -0.5298, -0.0702, -0.3345, 0.8296, 0.9066, 0.0431, 0.0577, 0.1036, 0.0592, 0.0687, 0.0634, 0.0621, 0.0301, 0.1388, 0.1300, -0.0594, -0.0053, 0.0549, 0.0446]
}


6.
{
  "formula": "AsF6Sn",
  "method": "ωB97M-V/def2-TZVPD",
  "homo_lumo_gap_ev": 5.4,
  "relative_energy_kcal_mol": 45.2,
  "charge": 1,
  "spin_multiplicity": 1,
  "fmax_ev_per_a": 3.9,
  "species": ["Sn", "As", "F", "F", "F", "F", "F", "F"],
  "positions_angstrom": [[37.2487, -38.7722, 3.0604], [32.8933, -38.8030, 2.0343], [34.7376, -38.9311, 2.0038], [33.0494, -37.2847, 1.2339], [31.1708, -38.7013, 2.1746], [33.0470, -40.3548, 2.8235], [33.0421, -38.0465, 3.5987], [32.8709, -39.6140, 0.5180]],
  "lowdin_charge": [1.8707, 0.7601, -0.4644, -0.2235, -0.2123, -0.2549, -0.2615, -0.2141]
}